{
  "formula": "C80H194F6LiN23O34S2",
  "method": "the ωB97M-V functional and the def2-TZVPD basis",
  "species": ["Li", "C", "F", "F", "F", "S", "O", "O", "N", "S", "O", "O", "C", "F", "F", "F", "C", "C", "O", "O", "H", "H", "H", "H", "H", "H", "C", "C", "O", "O", "H", "H", "H", "H", "H", "H", "C", "C", "O", "O", "H", "H", "H", "H", "H", "H", "C", "C", "O", "O", "H", "H", "H", "H", "H", "H", "C", "C", "O", "O", "H", "H", "H", "H", "H", "H", "C", "C", "O", "O", "H", "H", "H", "H", "H", "H", "C", "C", "O", "O", "H", "H", "H", "H", "H", "H", "C", "C", "O", "O", "H", "H", "H", "H", "H", "H", "C", "O", "N", "N", "H", "H", "H", "H", "C", "O", "N", "N", "H", "H", "H", "H", "C", "O", "N", "N", "H", "H", "H", "H", "C", "O", "N", "N", "H", "H", "H", "H", "C", "O", "N", "N", "H", "H", "H", "H", "C", "O", "N", "N", "H", "H", "H", "H", "C", "O", "N", "N", "H", "H", "H", "H", "C", "O", "N", "N", "H", "H", "H", "H", "C", "C", "C", "C", "C", "C", "N", "O", "C", "C", "C", "H", "H", "H", "H", "H", "H", "H", "H", "H", "H", "H", "H", "H", "H", "H", "H", "H", "H", "H", "C", "C", "C", "C", "C", "C", "N", "O", "C", "C", "C", "H", "H", "H", "H", "H", "H", "H", "H", "H", "H", "H", "H", "H", "H", "H", "H", "H", "H", "H", "C", "C", "C", "C", "C", "C", "N", "O", "C", "C", "C", "H", "H", "H", "H", "H", "H", "H", "H", "H", "H", "H", "H", "H", "H", "H", "H", "H", "H", "H", "C", "C", "C", "C", "C", "C", "N", "O", "C", "C", "C", "H", "H", "H", "H", "H", "H", "H", "H", "H", "H", "H", "H", "H", "H", "H", "H", "H", "H", "H", "C", "C", "C", "C", "C", "C", "N", "O", "C", "C", "C", "H", "H", "H", "H", "H", "H", "H", "H", "H", "H", "H", "H", "H", "H", "H", "H", "H", "H", "H", "C", "C", "C", "C", "C", "C", "N", "O", "C", "C", "C", "H", "H", "H", "H", "H", "H", "H", "H", "H", "H", "H", "H", "H", "H", "H", "H", "H", "H", "H"],
  "coordinates": [[0.7736, 2.7846, -0.4365], [-0.4814, -1.1143, -1.3909], [-1.7444, -0.6120, -0.9971], [-0.4341, -2.4467, -1.2862], [-0.2063, -0.6740, -2.6257], [0.6681, -0.2620, -0.0058], [0.6506, -1.2824, 1.0766], [1.9208, -0.0701, -0.7614], [-0.2638, 1.2414, 0.3498], [-0.9955, 0.9312, 1.7636], [-2.0979, -0.0239, 1.7083], [-0.0365, 0.7245, 2.8788], [-1.8244, 2.6275, 2.0018], [-2.5587, 2.6902, 3.0488], [-0.9610, 3.6657, 2.0743], [-2.5370, 2.7930, 0.9329], [6.1429, -1.8493, 0.3609], [5.3697, -0.7411, 1.2775], [4.8642, -1.2650, 2.5350], [5.4429, -3.1003, 0.2754], [7.2025, -2.0115, 0.5584], [6.2496, -1.3250, -0.5887], [4.4383, -0.4328, 0.8026], [6.0807, 0.0808, 1.3615], [4.5146, -2.1527, 2.4279], [5.0348, -3.3407, 1.1104], [-6.2220, -3.1837, -0.8397], [-7.0461, -1.9534, -1.2359], [-8.2077, -1.9735, -0.3738], [-5.7709, -2.9576, 0.4389], [-5.3747, -3.5008, -1.4475], [-6.8346, -4.0828, -0.7734], [-7.4065, -2.0904, -2.2554], [-6.5847, -0.9770, -1.0879], [-7.9524, -1.9696, 0.5516], [-6.4062, -3.3562, 1.0382], [3.2726, -5.4257, -2.5917], [2.3489, -4.7967, -1.4109], [2.7863, -3.5370, -0.9032], [4.4622, -5.9341, -2.0577], [3.5260, -4.6464, -3.3104], [2.6539, -6.1654, -3.0997], [2.4388, -5.5489, -0.6273], [1.2627, -4.7128, -1.3753], [3.7260, -3.5572, -0.7079], [4.9721, -5.1982, -1.7112], [-2.7003, -3.6399, 3.1010], [-3.8546, -3.4223, 4.1932], [-3.3793, -3.6934, 5.4798], [-1.9101, -2.5059, 3.0322], [-2.9929, -3.8781, 2.0784], [-2.1334, -4.5008, 3.4554], [-4.6359, -4.1081, 3.8655], [-4.1960, -2.3872, 4.1798], [-2.5452, -3.2408, 5.6245], [-1.8551, -2.1531, 2.1411], [0.1708, -5.8714, -4.3931], [0.7347, -5.1035, -5.6571], [0.8975, -6.0518, -6.6455], [-1.1718, -6.0862, -4.5440], [0.3069, -5.1961, -3.5483], [0.7346, -6.7875, -4.2173], [1.5331, -4.5238, -5.1937], [0.0645, -4.3151, -5.9996], [1.2212, -5.6520, -7.4561], [-1.3053, -6.7152, -5.2568], [3.0001, 3.1040, 4.0470], [4.4299, 2.5185, 4.1878], [5.1072, 2.9919, 5.3956], [2.9248, 4.5074, 4.1193], [2.4820, 2.6578, 4.8959], [2.4745, 2.8223, 3.1346], [5.0299, 2.9244, 3.3734], [4.5324, 1.4370, 4.2763], [4.6275, 2.9050, 6.2226], [3.8547, 4.7411, 4.0714], [-1.5001, 5.9319, 6.9784], [-1.5630, 5.5414, 8.4602], [-1.2894, 4.2223, 8.8320], [-0.0989, 6.1311, 6.6417], [-2.1172, 6.8226, 6.8604], [-1.8933, 5.2502, 6.2243], [-2.4566, 5.9202, 8.9564], [-0.8624, 6.2714, 8.8656], [-1.8601, 3.6972, 8.2662], [-0.0460, 6.5466, 5.7779], [3.1903, 2.6099, -1.2345], [3.3842, 3.9121, -0.3850], [2.3291, 4.2816, 0.5762], [2.1322, 3.0158, -2.1445], [3.0893, 1.8015, -0.5104], [4.1406, 2.3490, -1.7002], [3.5239, 4.7847, -1.0230], [4.3173, 3.7927, 0.1656], [2.4059, 5.1992, 0.8479], [2.4887, 3.5450, -2.8617], [-1.5932, 3.3287, -2.2095], [-0.7145, 3.8485, -1.5919], [-2.0586, 2.2103, -1.9124], [-2.2984, 3.8380, -3.2022], [-2.7685, 1.7593, -2.4716], [-1.7725, 1.7798, -1.0447], [-3.0500, 3.2577, -3.5463], [-2.1616, 4.8093, -3.4430], [-4.7298, 7.0392, 3.6631], [-5.9308, 7.0580, 3.4128], [-4.1487, 7.8428, 4.4541], [-3.9296, 6.3891, 2.8532], [-4.6087, 8.6698, 4.8071], [-3.1809, 7.7765, 4.7352], [-4.4272, 5.7632, 2.2362], [-2.9796, 6.7319, 2.8643], [0.3296, 7.0026, 3.5150], [-0.7548, 7.4799, 3.2727], [1.4199, 7.6023, 3.9442], [0.5569, 5.7314, 3.4733], [1.3409, 8.6089, 3.9682], [2.3066, 7.1409, 4.0888], [-0.2286, 5.1171, 3.3130], [1.4035, 5.2750, 3.7816], [-1.2505, 2.2545, 6.0385], [-2.1252, 2.4873, 6.7847], [-0.4093, 3.1649, 5.6185], [-0.9658, 0.9986, 5.6378], [-0.5412, 4.1399, 5.8467], [0.3407, 2.9031, 4.9948], [-0.3897, 0.8616, 4.8196], [-1.3076, 0.2754, 6.2544], [3.1086, -4.5366, 2.7980], [3.9550, -3.7242, 2.3540], [3.4699, -5.6412, 3.1956], [1.7751, -4.2787, 2.7712], [4.3617, -5.8801, 2.7859], [3.3089, -5.7136, 4.1900], [1.0833, -4.7865, 3.3038], [1.4768, -3.5149, 2.1815], [-1.8204, 7.3957, -0.6632], [-0.9841, 8.1926, -1.0308], [-1.7801, 6.2009, -1.1063], [-2.7877, 7.5413, 0.1922], [-0.9919, 6.0224, -1.7121], [-2.3655, 5.4249, -0.8320], [-3.2210, 6.6989, 0.5425], [-2.7831, 8.4146, 0.6996], [-5.3500, 2.1281, -4.1912], [-4.2002, 2.4147, -4.4691], [-5.6180, 0.8964, -4.2431], [-6.3681, 2.9289, -4.0928], [-6.5816, 0.7135, -4.0021], [-4.9624, 0.2091, -4.5866], [-6.3117, 3.7712, -3.5383], [-7.2703, 2.5827, -4.3864], [-5.3061, 4.5257, -0.7188], [-4.3864, 4.9301, -0.0680], [-5.5391, 3.2096, -0.8721], [-6.2967, 5.3369, -1.2398], [-4.6982, 2.6745, -0.7085], [-6.3389, 2.9568, -1.4346], [-7.2144, 5.1126, -1.5972], [-6.1573, 6.2550, -0.8426], [-9.0062, 2.4643, 2.9790], [-7.7887, 1.6202, 3.3818], [-6.6440, 1.9330, 2.3885], [-5.8622, 3.2227, 2.6079], [-5.3844, 3.2140, 4.0268], [-6.5778, 3.0786, 5.0570], [-7.4128, 1.9276, 4.8337], [-8.4293, 1.6884, 5.7648], [-5.8075, 2.9567, 6.3690], [-7.2772, 4.4414, 5.1857], [-8.1383, 0.1594, 3.2417], [-9.8451, 2.5053, 3.6738], [-9.3896, 2.1173, 2.0195], [-8.7750, 3.5188, 2.8285], [-5.9861, 1.0674, 2.4666], [-6.9423, 1.9785, 1.3411], [-6.5014, 4.0993, 2.5023], [-5.0502, 3.4016, 1.9031], [-4.9037, 4.1817, 4.1696], [-4.7435, 2.3736, 4.2935], [-4.9183, 3.5389, 6.6109], [-6.4799, 3.0150, 7.2249], [-5.3806, 1.9540, 6.3908], [-7.9647, 4.4817, 6.0306], [-6.5599, 5.2481, 5.3371], [-7.9527, 4.7077, 4.3728], [-7.4837, -0.5630, 3.7291], [-8.3435, -0.3554, 2.3031], [-9.1287, -0.0295, 3.6560], [-8.0999, 0.9522, 6.2854], [8.2259, 1.7476, -6.0696], [8.2629, 0.2899, -5.3987], [7.9407, 0.5996, -3.8647], [6.3763, 0.5667, -3.4252], [5.7230, -0.6791, -3.9713], [5.7503, -0.7830, -5.5152], [7.1977, -0.6827, -5.9630], [7.3845, -0.9799, -7.3203], [5.2029, -2.2178, -5.7881], [4.8366, 0.2540, -6.2004], [9.6949, -0.4072, -5.5489], [8.4369, 1.5796, -7.1257], [8.8866, 2.4974, -5.6344], [7.2375, 2.2049, -6.1165], [8.4060, -0.1041, -3.1745], [8.2805, 1.6044, -3.6138], [5.9696, 1.4574, -3.9042], [6.3327, 0.6039, -2.3367], [4.6988, -0.7806, -3.6124], [6.2378, -1.4455, -3.3920], [5.7284, -2.9849, -5.2195], [4.1365, -2.4025, -5.6587], [5.3933, -2.3668, -6.8510], [5.1130, 1.2465, -5.8446], [4.7980, 0.1672, -7.2863], [3.8745, 0.0556, -5.7281], [9.5075, -1.4458, -5.2762], [10.5076, -0.0512, -4.9158], [9.9938, -0.3042, -6.5921], [7.7750, -1.8434, -7.1674], [-0.7737, -6.2405, 0.1564], [-0.5018, -7.7908, 0.1654], [-1.1206, -8.4527, -1.0842], [-0.5343, -9.8931, -1.3187], [0.9132, -9.8238, -1.2334], [1.5405, -9.2068, 0.0088], [0.9935, -7.8591, 0.1980], [1.4888, -7.2322, 1.2092], [1.2880, -10.2442, 1.1890], [3.0659, -9.1517, -0.2911], [-1.2181, -8.2165, 1.4277], [-0.3995, -5.7408, -0.7371], [-0.1852, -5.7196, 0.9117], [-1.8258, -5.9585, 0.1979], [-2.1616, -8.5325, -0.7710], [-1.1599, -7.8169, -1.9687], [-0.9152, -10.2808, -2.2635], [-0.9448, -10.5756, -0.5745], [1.3199, -9.2495, -2.0658], [1.3091, -10.8186, -1.4378], [1.7591, -11.2075, 0.9937], [1.6595, -9.9727, 2.1771], [0.2820, -10.6637, 1.1779], [3.4475, -8.2701, -0.8061], [3.6922, -9.2019, 0.5996], [3.3687, -9.9807, -0.9308], [-1.4562, -9.2792, 1.3830], [-2.1810, -7.7766, 1.6871], [-0.7381, -7.9350, 2.3650], [1.8494, -6.4566, 0.7732], [-2.3880, -3.2114, -4.0971], [-3.2070, -2.6671, -5.2427], [-2.6126, -1.2632, -5.6965], [-1.3409, -1.4027, -6.5970], [-1.5778, -2.3103, -7.8000], [-2.8843, -3.2366, -7.7875], [-3.1060, -3.7407, -6.3726], [-3.9550, -4.7765, -6.1610], [-4.1192, -2.4939, -8.3736], [-2.6284, -4.5599, -8.5513], [-4.6628, -2.5026, -4.6194], [-2.5468, -2.6077, -3.2036], [-1.3552, -3.2791, -4.4391], [-2.7840, -4.1951, -3.8451], [-3.3741, -0.4849, -5.7445], [-2.2087, -0.8120, -4.7902], [-0.5064, -1.7969, -6.0170], [-1.0202, -0.3736, -6.7588], [-0.6564, -2.8012, -8.1129], [-1.7658, -1.5906, -8.5968], [-4.3776, -1.7413, -7.6286], [-4.0054, -2.1089, -9.3869], [-5.0124, -3.1106, -8.4742], [-2.5201, -4.4386, -9.6291], [-1.6073, -4.8524, -8.3066], [-3.3722, -5.3221, -8.3188], [-5.3714, -2.1277, -5.3579], [-4.6882, -1.7971, -3.7889], [-5.0749, -3.4839, -4.3841], [-3.2758, -5.3785, -5.8481], [2.5059, -2.9885, 8.8755], [2.8928, -1.6458, 8.2583], [3.5040, -0.8053, 9.3879], [4.9838, -1.1406, 9.6123], [5.7412, -1.1553, 8.2820], [5.1835, -2.0844, 7.2207], [3.7414, -1.7590, 7.0807], [3.1586, -2.6715, 6.1134], [5.9000, -1.5271, 5.9712], [5.4723, -3.6062, 7.5301], [1.6233, -0.9091, 7.8175], [3.3842, -3.5080, 9.2587], [2.0380, -3.6048, 8.1078], [1.7542, -3.0956, 9.6575], [3.3973, 0.2765, 9.3079], [3.0600, -0.9230, 10.3764], [4.9916, -2.1187, 10.0933], [5.4057, -0.4545, 10.3468], [6.7843, -1.4666, 8.2244], [5.6806, -0.1203, 7.9457], [5.6377, -2.0234, 5.0369], [5.3710, -0.6127, 5.7026], [6.9772, -1.3629, 5.9990], [6.3992, -4.1085, 7.2531], [5.4301, -3.7318, 8.6120], [4.7823, -4.3755, 7.1836], [0.8384, -0.6345, 8.5222], [1.1203, -1.3648, 6.9645], [1.9097, 0.0875, 7.4816], [2.8336, -2.0527, 5.4554], [2.8598, 7.2146, -5.0009], [1.8775, 6.1299, -4.4681], [0.4838, 6.2196, -5.1584], [0.2789, 5.7494, -6.5329], [0.7807, 4.3255, -6.5877], [2.1671, 4.0434, -6.0211], [2.3851, 4.7567, -4.7678], [3.6372, 4.5081, -4.1754], [2.2874, 2.5408, -5.8251], [3.3516, 4.4187, -7.0442], [1.5993, 6.3952, -2.9855], [2.5221, 8.2237, -4.7648], [2.7392, 7.1893, -6.0839], [3.9060, 7.0767, -4.7278], [-0.1901, 5.6616, -4.5083], [0.1398, 7.2510, -5.0809], [0.7276, 6.2818, -7.3716], [-0.8087, 5.7379, -6.6037], [0.8327, 4.0406, -7.6385], [-0.0010, 3.6289, -6.2846], [2.0848, 1.9802, -6.7376], [3.2394, 2.2448, -5.3844], [1.4294, 2.3296, -5.1869], [4.2706, 4.7066, -6.5339], [3.7136, 3.6281, -7.7015], [3.0669, 5.2440, -7.6968], [1.4987, 5.6093, -2.2370], [0.7858, 7.0646, -2.7057], [2.4712, 6.8511, -2.5163], [4.1764, 4.8763, -4.8792]],
  "mulliken_charge": [1.067, -0.339, -0.215, 0.164, 0.047, -1.229, 0.123, -0.033, -0.138, 0.889, -0.442, -0.620, -0.368, -0.150, 0.185, -0.024, 0.177, -0.511, -0.178, -0.510, 0.285, -0.404, 0.196, 0.528, 0.466, 0.605, -0.418, 0.295, -0.599, -0.430, 0.194, 0.320, 0.212, -0.059, 0.249, 0.243, -0.528, 1.351, 0.321, -0.605, 0.151, 0.243, -0.676, -0.331, -0.124, 0.357, -0.317, -0.411, -0.586, 0.010, 0.288, 0.219, 0.303, 0.245, 0.315, -0.088, -0.378, 0.581, -0.621, -0.514, -0.081, 0.586, -0.082, -0.241, 0.392, 0.405, 0.317, -0.228, -0.579, -0.485, -0.075, -0.150, 0.310, 0.106, 0.328, 0.317, 0.527, -1.078, -0.504, -0.533, 0.094, 0.023, 0.371, 0.418, 0.397, 0.379, 0.119, -0.489, -0.040, 0.539, -0.039, -0.045, 0.324, 0.534, 0.003, -0.598, -0.195, 0.504, 1.171, 0.240, -0.305, -0.844, 0.006, 0.314, 0.730, -0.750, -0.328, 0.607, 0.257, 0.100, -0.462, -0.054, 0.003, -0.699, -0.192, 0.933, 0.265, 0.080, -0.540, 0.201, 0.600, -0.731, 0.480, 0.476, -0.084, -0.489, -0.316, 0.183, 0.008, -1.109, -0.142, 0.413, 0.259, 0.274, 0.091, -0.268, 0.739, -0.806, 0.194, -0.182, -0.432, -0.226, -0.019, 0.265, 0.916, -0.798, -0.218, -0.442, 0.128, 0.024, 0.189, 0.184, 0.112, -0.276, 0.055, -0.472, -0.134, 0.198, 0.171, 0.232, -1.927, 2.264, -1.755, 1.160, -0.924, 1.649, 0.574, -0.552, -2.191, -1.512, -1.978, 0.356, 0.458, 0.335, 0.273, 0.610, 0.433, -1.178, -0.163, 0.412, 0.265, 0.425, 0.504, 0.452, 0.302, 0.181, 0.389, 0.170, 0.511, 0.342, -1.597, 1.550, -1.660, 0.073, -1.863, 1.994, 0.448, -0.473, -2.412, -1.430, -1.722, 0.367, 0.442, 0.241, 0.415, 0.455, -0.228, 0.470, 0.520, 0.493, 0.427, 0.380, 0.550, 0.187, 0.432, 0.476, 0.438, 0.356, 0.331, 0.361, -1.815, 2.013, -1.030, -0.710, -1.334, 1.425, 1.034, -0.569, -1.715, -1.746, -1.777, -0.240, 0.337, 0.567, 0.375, 0.173, 0.437, 0.325, 0.346, 0.449, 0.472, 0.277, 0.388, 0.229, 0.380, 0.416, 0.376, 0.433, 0.304, 0.157, -1.831, 2.214, -1.399, -0.668, -1.291, 1.246, 1.197, -0.645, -1.598, -1.784, -2.096, 0.027, -0.058, 0.641, 0.569, 0.175, 0.137, 0.540, 0.412, 0.380, 0.318, 0.392, 0.378, 0.428, 0.212, 0.415, 0.439, 0.482, 0.353, 0.414, -1.687, 2.177, -1.292, -0.827, -1.375, 2.006, 0.376, -0.280, -2.078, -1.624, -2.387, 0.367, 0.194, 0.436, 0.374, 0.387, 0.330, 0.437, 0.548, 0.320, 0.281, 0.336, 0.413, 0.418, 0.373, 0.309, 0.506, 0.295, 0.388, 0.244, -1.797, 1.705, -1.037, -0.850, -1.679, 1.521, 1.537, -0.554, -1.636, -1.524, -1.783, 0.425, 0.414, 0.342, -0.066, 0.494, 0.429, 0.403, 0.465, 0.444, 0.663, -0.212, 0.202, 0.254, 0.481, 0.331, -0.163, 0.397, 0.562, 0.270],
  "homo_lumo_gap_ev": 7.4,
  "e_lumo_ev": -0.3451,
  "homo_energy_ev": -7.75,
  "largest_force_ev_per_a": 9.5
}